Computed, not measured: 8 unconnected molecules or ions with the total composition C72H152N8O8 at a distorted geometry, with the ωB97M-V functional and the def2-TZVPD basis.

As for the energy above the lowest of the compared OMol25 structures with the same formula, charge and spin: 157.1 kcal per mole. As for the HOMO energy: -0.27882 Ha. The total energy is -3873.94868 Ha. As for the total charge: 0. As for the structure (SMILES): CC1(C)CCCC(C)(C)N1O.CC1(C)CCCC(C)(C)N1O.CC1(C)CCCC(C)(C)N1O.CC1(C)CCCC(C)(C)N1O.CC1(C)CCCC(C)(C)N1O.CC1(C)CCCC(C)(C)N1O.CC1(C)CCCC(C)(C)N1O.CC1(C)CCCC(C)(C)N1O. As for the LUMO energy: 0.51 eV. As for the molecular weight: 1258.1 g/mol. The max |F| comes out at 4.83 eV/Å.

Each atom is followed by the atoms it is bonded to, with distances in Å.
Atoms and positions in Å:
1 C -0.833 -1.300 -0.943  C2 1.574, H12 1.090, H13 1.090, H14 1.090
2 C -0.016 -0.891 0.339  C1 1.574, C3 1.559, C4 1.609, N10 1.520
3 C -0.841 -1.088 1.646  C2 1.559, H15 1.090, H16 1.090, H17 1.090
4 C 1.183 -1.959 0.451  C2 1.609, C5 1.537, H18 1.090, H19 1.090
5 C 2.378 -1.487 1.294  C4 1.537, C6 1.575, H20 1.090, H21 1.090
6 C 2.797 -0.020 0.904  C5 1.575, C7 1.521, H22 1.090, H23 1.090
7 C 1.680 1.011 0.967  C6 1.521, C8 1.561, C9 1.575, N10 1.516
8 C 1.325 1.429 2.429  C7 1.561, H24 1.090, H25 1.090, H26 1.090
9 C 2.223 2.331 0.301  C7 1.575, H27 1.090, H28 1.090, H29 1.090
10 N 0.456 0.547 0.204  C2 1.520, C7 1.516, O11 1.406
11 O -0.551 1.508 0.005  N10 1.406, H30 0.960
12 H -1.253 -2.294 -0.789  C1 1.090
13 H -1.719 -0.665 -0.925  C1 1.090
14 H -0.308 -1.225 -1.895  C1 1.090
15 H -0.418 -1.649 2.479  C3 1.090
16 H -1.176 -0.145 2.079  C3 1.090
17 H -1.748 -1.646 1.412  C3 1.090
18 H 0.734 -2.873 0.839  C4 1.090
19 H 1.538 -2.064 -0.574  C4 1.090
20 H 2.214 -1.364 2.364  C5 1.090
21 H 3.105 -2.294 1.200  C5 1.090
22 H 3.139 -0.102 -0.128  C6 1.090
23 H 3.669 0.249 1.499  C6 1.090
24 H 1.972 2.202 2.843  C8 1.090
25 H 1.423 0.554 3.072  C8 1.090
26 H 0.335 1.870 2.318  C8 1.090
27 H 2.413 2.050 -0.735  C9 1.090
28 H 3.113 2.796 0.725  C9 1.090
29 H 1.423 3.067 0.382  C9 1.090
30 H -0.444 1.848 -0.886  O11 0.960
31 C -5.179 2.034 -3.060  C32 1.520, H42 1.090, H43 1.090, H44 1.090
32 C -4.159 2.726 -3.949  C31 1.520, C33 1.603, C34 1.568, N40 1.542
33 C -4.429 4.287 -4.190  C32 1.603, H45 1.090, H46 1.090, H47 1.090
34 C -2.773 2.600 -3.227  C32 1.568, C35 1.525, H48 1.090, H49 1.090
35 C -2.133 1.226 -3.392  C34 1.525, C36 1.536, H50 1.090, H51 1.090
36 C -2.060 0.880 -4.887  C35 1.536, C37 1.532, H52 1.090, H53 1.090
37 C -3.378 0.943 -5.664  C36 1.532, C38 1.589, C39 1.618, N40 1.498
38 C -3.032 0.810 -7.210  C37 1.589, H54 1.090, H55 1.090, H56 1.090
39 C -4.282 -0.346 -5.293  C37 1.618, H57 1.090, H58 1.090, H59 1.090
40 N -4.108 2.225 -5.406  C32 1.542, C37 1.498, O41 1.353
41 O -5.284 2.307 -6.070  N40 1.353, H60 0.960
42 H -5.305 2.664 -2.180  C31 1.090
43 H -6.106 2.187 -3.613  C31 1.090
44 H -5.071 0.957 -2.932  C31 1.090
45 H -3.811 4.770 -4.947  C33 1.090
46 H -5.422 4.427 -4.619  C33 1.090
47 H -4.333 4.826 -3.247  C33 1.090
48 H -2.078 3.262 -3.744  C34 1.090
49 H -2.821 2.901 -2.180  C34 1.090
50 H -1.149 1.283 -2.926  C35 1.090
51 H -2.724 0.550 -2.775  C35 1.090
52 H -1.864 -0.184 -4.760  C36 1.090
53 H -1.242 1.246 -5.508  C36 1.090
54 H -2.300 0.021 -7.383  C38 1.090
55 H -2.511 1.738 -7.445  C38 1.090
56 H -3.928 0.762 -7.828  C38 1.090
57 H -5.216 -0.197 -5.835  C39 1.090
58 H -4.363 -0.501 -4.217  C39 1.090
59 H -3.825 -1.262 -5.667  C39 1.090
60 H -5.183 3.125 -6.563  O41 0.960
61 C 6.869 3.729 4.281  C62 1.586, H72 1.090, H73 1.090, H74 1.090
62 C 6.473 2.715 3.127  C61 1.586, C63 1.519, C64 1.555, N70 1.498
63 C 5.471 3.341 2.173  C62 1.519, H75 1.090, H76 1.090, H77 1.090
64 C 7.729 2.458 2.246  C62 1.555, C65 1.562, H78 1.090, H79 1.090
65 C 8.741 1.380 2.748  C64 1.562, C66 1.535, H80 1.090, H81 1.090
66 C 8.003 0.041 2.889  C65 1.535, C67 1.593, H82 1.090, H83 1.090
67 C 6.750 0.198 3.861  C66 1.593, C68 1.491, C69 1.559, N70 1.561
68 C 5.861 -0.995 3.763  C67 1.491, H84 1.090, H85 1.090, H86 1.090
69 C 7.308 0.404 5.302  C67 1.559, H87 1.090, H88 1.090, H89 1.090
70 N 5.837 1.417 3.520  C62 1.498, C67 1.561, O71 1.391
71 O 4.638 1.453 4.223  N70 1.391, H90 0.960
72 H 6.130 3.719 5.082  C61 1.090
73 H 7.665 3.332 4.911  C61 1.090
74 H 7.172 4.733 3.984  C61 1.090
75 H 5.832 4.281 1.756  C63 1.090
76 H 5.173 2.648 1.386  C63 1.090
77 H 4.576 3.595 2.741  C63 1.090
78 H 7.511 2.366 1.182  C64 1.090
79 H 8.351 3.353 2.233  C64 1.090
80 H 9.579 1.173 2.083  C65 1.090
81 H 9.247 1.693 3.661  C65 1.090
82 H 8.711 -0.664 3.324  C66 1.090
83 H 7.606 -0.307 1.936  C66 1.090
84 H 5.208 -0.982 2.890  C68 1.090
85 H 5.189 -1.106 4.614  C68 1.090
86 H 6.522 -1.859 3.825  C68 1.090
87 H 8.032 -0.394 5.468  C69 1.090
88 H 6.513 0.516 6.040  C69 1.090
89 H 7.868 1.337 5.355  C69 1.090
90 H 3.930 1.080 3.693  O71 0.960
91 C -9.017 -3.246 -0.408  C92 1.543, H102 1.090, H103 1.090, H104 1.090
92 C -7.622 -3.701 0.072  C91 1.543, C93 1.582, C94 1.530, N100 1.489
93 C -7.569 -3.667 1.652  C92 1.582, H105 1.090, H106 1.090, H107 1.090
94 C -7.536 -5.171 -0.343  C92 1.530, C95 1.493, H108 1.090, H109 1.090
95 C -6.153 -5.736 -0.342  C94 1.493, C96 1.562, H110 1.090, H111 1.090
96 C -5.157 -4.959 -1.261  C95 1.562, C97 1.611, H112 1.090, H113 1.090
97 C -5.282 -3.418 -0.809  C96 1.611, C98 1.519, C99 1.618, N100 1.423
98 C -4.474 -3.274 0.469  C97 1.519, H114 1.090, H115 1.090, H116 1.090
99 C -4.429 -2.536 -1.864  C97 1.618, H117 1.090, H118 1.090, H119 1.090
100 N -6.638 -2.985 -0.787  C92 1.489, C97 1.423, O101 1.403
101 O -6.811 -1.597 -0.677  N100 1.403, H120 0.960
102 H -8.938 -3.101 -1.485  C91 1.090
103 H -9.804 -3.949 -0.136  C91 1.090
104 H -9.256 -2.288 0.054  C91 1.090
105 H -6.728 -4.234 2.052  C93 1.090
106 H -7.469 -2.664 2.066  C93 1.090
107 H -8.502 -4.083 2.033  C93 1.090
108 H -8.101 -5.673 0.442  C94 1.090
109 H -8.007 -5.317 -1.315  C94 1.090
110 H -5.891 -5.785 0.714  C95 1.090
111 H -6.025 -6.746 -0.731  C95 1.090
112 H -5.514 -5.103 -2.281  C96 1.090
113 H -4.196 -5.431 -1.056  C96 1.090
114 H -3.450 -3.594 0.277  C98 1.090
115 H -4.802 -3.943 1.265  C98 1.090
116 H -4.630 -2.252 0.814  C98 1.090
117 H -3.460 -3.030 -1.929  C99 1.090
118 H -4.319 -1.472 -1.650  C99 1.090
119 H -4.876 -2.535 -2.858  C99 1.090
120 H -7.186 -1.388 -1.535  O101 0.960
121 C 0.979 4.297 10.118  C122 1.531, H132 1.090, H133 1.090, H134 1.090
122 C 1.815 4.657 8.887  C121 1.531, C123 1.556, C124 1.536, N130 1.521
123 C 2.391 6.088 9.089  C122 1.556, H135 1.090, H136 1.090, H137 1.090
124 C 2.913 3.603 8.681  C122 1.536, C125 1.526, H138 1.090, H139 1.090
125 C 3.600 3.515 7.321  C124 1.526, C126 1.518, H140 1.090, H141 1.090
126 C 2.548 3.463 6.227  C125 1.518, C127 1.554, H142 1.090, H143 1.090
127 C 1.352 4.449 6.344  C126 1.554, C128 1.550, C129 1.574, N130 1.444
128 C 1.800 5.742 5.617  C127 1.550, H144 1.090, H145 1.090, H146 1.090
129 C 0.219 3.815 5.453  C127 1.574, H147 1.090, H148 1.090, H149 1.090
130 N 0.869 4.564 7.700  C122 1.521, C127 1.444, O131 1.385
131 O -0.168 5.478 7.794  N130 1.385, H150 0.960
132 H 1.614 4.376 11.000  C121 1.090
133 H 0.103 4.939 10.215  C121 1.090
134 H 0.600 3.298 9.904  C121 1.090
135 H 1.641 6.847 9.312  C123 1.090
136 H 3.205 6.274 9.790  C123 1.090
137 H 2.828 6.418 8.147  C123 1.090
138 H 3.632 3.782 9.481  C124 1.090
139 H 2.581 2.586 8.890  C124 1.090
140 H 4.186 4.400 7.073  C125 1.090
141 H 4.225 2.624 7.263  C125 1.090
142 H 2.161 2.455 6.081  C126 1.090
143 H 3.056 3.573 5.269  C126 1.090
144 H 2.795 6.070 5.916  C128 1.090
145 H 1.342 6.674 5.949  C128 1.090
146 H 1.739 5.790 4.530  C128 1.090
147 H 0.545 3.305 4.547  C129 1.090
148 H -0.405 4.684 5.243  C129 1.090
149 H -0.486 3.106 5.887  C129 1.090
150 H -0.845 4.798 7.757  O131 0.960
151 C -4.964 1.786 3.400  C152 1.564, H162 1.090, H163 1.090, H164 1.090
152 C -4.496 1.872 1.910  C151 1.564, C153 1.568, C154 1.541, N160 1.479
153 C -4.245 0.447 1.306  C152 1.568, H165 1.090, H166 1.090, H167 1.090
154 C -5.619 2.511 1.068  C152 1.541, C155 1.525, H168 1.090, H169 1.090
155 C -5.800 4.005 1.316  C154 1.525, C156 1.554, H170 1.090, H171 1.090
156 C -4.504 4.801 0.999  C155 1.554, C157 1.594, H172 1.090, H173 1.090
157 C -3.221 4.211 1.739  C156 1.594, C158 1.522, C159 1.518, N160 1.548
158 C -1.977 4.553 0.933  C157 1.522, H174 1.090, H175 1.090, H176 1.090
159 C -3.090 4.723 3.162  C157 1.518, H177 1.090, H178 1.090, H179 1.090
160 N -3.268 2.665 1.682  C152 1.479, C157 1.548, O161 1.382
161 O -2.146 2.057 2.213  N160 1.382, H180 0.960
162 H -5.904 1.241 3.490  C151 1.090
163 H -4.175 1.412 4.053  C151 1.090
164 H -5.242 2.768 3.783  C151 1.090
165 H -3.419 -0.026 1.836  C153 1.090
166 H -5.120 -0.193 1.420  C153 1.090
167 H -3.778 0.416 0.322  C153 1.090
168 H -5.501 2.226 0.023  C154 1.090
169 H -6.499 1.956 1.393  C154 1.090
170 H -6.615 4.392 0.704  C155 1.090
171 H -6.035 4.226 2.357  C155 1.090
172 H -4.700 5.821 1.328  C156 1.090
173 H -4.315 5.001 -0.056  C156 1.090
174 H -1.900 4.051 -0.032  C158 1.090
175 H -1.053 4.340 1.471  C158 1.090
176 H -2.042 5.576 0.561  C158 1.090
177 H -2.271 4.245 3.700  C159 1.090
178 H -4.002 4.733 3.759  C159 1.090
179 H -2.639 5.697 2.973  C159 1.090
180 H -1.589 1.705 1.515  O161 0.960
181 C 6.989 -2.890 -4.029  C182 1.563, H192 1.090, H193 1.090, H194 1.090
182 C 5.647 -3.026 -3.239  C181 1.563, C183 1.588, C184 1.556, N190 1.438
183 C 5.285 -4.551 -2.982  C182 1.588, H195 1.090, H196 1.090, H197 1.090
184 C 5.794 -2.416 -1.815  C182 1.556, C185 1.517, H198 1.090, H199 1.090
185 C 5.892 -0.906 -1.703  C184 1.517, C186 1.572, H200 1.090, H201 1.090
186 C 4.713 -0.281 -2.535  C185 1.572, C187 1.597, H202 1.090, H203 1.090
187 C 4.429 -0.879 -3.989  C186 1.597, C188 1.539, C189 1.584, N190 1.512
188 C 2.980 -0.507 -4.348  C187 1.539, H204 1.090, H205 1.090, H206 1.090
189 C 5.406 -0.248 -5.064  C187 1.584, H207 1.090, H208 1.090, H209 1.090
190 N 4.552 -2.384 -3.915  C182 1.438, C187 1.512, O191 1.356
191 O 4.329 -3.007 -5.099  N190 1.356, H210 0.960
192 H 6.832 -2.819 -5.105  C181 1.090
193 H 7.602 -2.099 -3.597  C181 1.090
194 H 7.630 -3.746 -3.816  C181 1.090
195 H 5.301 -5.143 -3.897  C183 1.090
196 H 5.821 -5.060 -2.180  C183 1.090
197 H 4.231 -4.529 -2.705  C183 1.090
198 H 4.957 -2.680 -1.169  C184 1.090
199 H 6.686 -2.841 -1.354  C184 1.090
200 H 5.890 -0.571 -0.666  C185 1.090
201 H 6.836 -0.658 -2.189  C185 1.090
202 H 5.172 0.690 -2.721  C186 1.090
203 H 3.784 -0.146 -1.982  C186 1.090
204 H 2.726 0.550 -4.427  C188 1.090
205 H 2.350 -0.911 -3.555  C188 1.090
206 H 2.598 -0.919 -5.282  C188 1.090
207 H 5.287 -0.760 -6.019  C189 1.090
208 H 6.466 -0.278 -4.813  C189 1.090
209 H 5.098 0.780 -5.252  C189 1.090
210 H 3.430 -3.335 -5.018  O191 0.960
211 C -0.832 -2.764 -6.314  C212 1.537, H222 1.090, H223 1.090, H224 1.090
212 C -0.806 -3.889 -5.267  C211 1.537, C213 1.503, C214 1.631, N220 1.481
213 C -0.584 -3.356 -3.879  C212 1.503, H225 1.090, H226 1.090, H227 1.090
214 C -2.309 -4.494 -5.457  C212 1.631, C215 1.567, H228 1.090, H229 1.090
215 C -2.514 -5.839 -4.680  C214 1.567, C216 1.543, H230 1.090, H231 1.090
216 C -1.407 -6.835 -5.084  C215 1.543, C217 1.534, H232 1.090, H233 1.090
217 C 0.042 -6.334 -5.036  C216 1.534, C218 1.552, C219 1.519, N220 1.498
218 C 0.583 -6.495 -3.591  C217 1.552, H234 1.090, H235 1.090, H236 1.090
219 C 0.766 -7.269 -5.989  C217 1.519, H237 1.090, H238 1.090, H239 1.090
220 N 0.185 -4.945 -5.576  C212 1.481, C217 1.498, O221 1.402
221 O 1.503 -4.486 -5.716  N220 1.402, H240 0.960
222 H -1.005 -3.141 -7.322  C211 1.090
223 H -1.585 -2.032 -6.023  C211 1.090
224 H 0.149 -2.291 -6.290  C211 1.090
225 H -1.170 -3.909 -3.145  C213 1.090
226 H 0.450 -3.229 -3.555  C213 1.090
227 H -1.062 -2.384 -3.761  C213 1.090
228 H -3.065 -3.831 -5.038  C214 1.090
229 H -2.848 -4.587 -6.400  C214 1.090
230 H -2.465 -5.688 -3.602  C215 1.090
231 H -3.512 -6.195 -4.939  C215 1.090
232 H -1.717 -7.081 -6.100  C216 1.090
233 H -1.583 -7.696 -4.440  C216 1.090
234 H 1.459 -7.138 -3.505  C218 1.090
235 H -0.133 -6.953 -2.909  C218 1.090
236 H 0.995 -5.545 -3.251  C218 1.090
237 H 0.851 -8.272 -5.571  C219 1.090
238 H 1.814 -7.117 -6.248  C219 1.090
239 H 0.246 -7.243 -6.947  C219 1.090
240 H 1.742 -4.717 -6.616  O221 0.960